Record 1
This record from the Open Molecules 2025 dataset describes a 2-piece molecular cluster, C2H6FP overall. The level of theory is ωB97M-V/def2-TZVPD.

frontier orbital gap (spin up / spin down)	8.3 / 9.2	eV
HOMO level (spin up / spin down)	-8.294 / -8.616	eV

Geometry (Å):
C: -0.03596 -1.99542 0.42701
C: 0.05306 0.61121 0.60112
F: -1.29074 -2.28399 0.54887
P: 0.35880 0.97839 -1.17139
H: 0.42098 -2.03546 1.34707
H: 0.16787 -1.88773 -0.61689
H: -0.89787 0.98102 1.10429
H: 0.93192 0.72150 1.07119
H: -0.00506 2.48202 -1.02888
H: -0.86072 0.67429 -1.73168



Record 2
This record from the Open Molecules 2025 dataset describes a 14-piece molecular cluster, C5H39NO13S overall. The level of theory is ωB97M-V/def2-TZVPD.

frontier orbital gap	8.8	eV
HOMO level	-9.079	eV

Geometry (Å):
C: -0.85564 0.40274 -1.73761
N: -0.86797 -0.51909 -0.61801
C: -2.29378 -0.46393 -0.08237
C: -2.43977 -1.65246 0.81943
C: -3.90363 -2.20387 1.00586
S: -5.26809 -1.32508 0.27364
C: -2.48081 0.90187 0.56973
H: 0.03577 0.06797 -2.32023
H: -0.71718 1.48594 -1.65851
H: -1.54463 0.10584 -2.53412
H: -0.18590 -0.40193 0.11064
H: -2.94175 -0.52808 -1.01146
H: -2.24398 -1.31393 1.82986
H: -1.77555 -2.47121 0.53864
H: -4.13090 -2.49814 2.04095
H: -3.85421 -3.18606 0.52592
H: -5.27886 -0.10056 0.87704
H: -3.23242 0.95017 1.38914
H: -3.05098 1.42347 -0.20611
H: -1.70894 1.62663 0.86782
H: 0.56254 -4.11628 -1.81996
H: 1.20137 -3.00821 -1.25437
O: 1.30785 -3.54399 -2.06773
H: 0.04055 -2.67569 -3.72529
H: 0.25976 -1.66512 -4.86184
O: -0.03465 -2.56354 -4.68260
H: -1.61386 2.98609 3.81421
H: -2.37552 2.10976 2.61470
O: -1.60383 2.58425 2.95126
H: 3.12798 1.42657 1.83088
H: 2.55061 1.10863 3.24432
O: 2.77957 0.72627 2.39121
H: 2.59346 2.54468 -0.29355
H: 2.53738 3.95126 0.30551
O: 3.14338 3.23859 0.07598
H: 2.90788 -0.95205 -2.25354
H: 2.73236 -2.30208 -2.99142
O: 3.33278 -1.56637 -2.85927
H: -0.94573 -2.31736 3.96183
H: -1.29316 -3.77875 3.63850
O: -1.11366 -2.91953 3.23074
H: 1.60865 -0.54688 2.35431
H: 0.19847 -1.33590 2.35172
O: 1.15207 -1.41563 2.44786
H: 1.50934 2.18916 -4.34532
H: 0.83824 0.83458 -4.41331
O: 0.77833 1.72621 -4.77125
H: 0.62693 2.57234 0.50550
H: 1.30891 3.28291 -0.64189
O: 0.94072 3.44231 0.23589
H: 1.60656 4.02488 3.45369
H: 0.57273 3.07519 2.73301
O: 1.50784 3.27632 2.85623
H: 2.75857 -1.52509 0.00466
H: 1.38479 -1.92426 0.75983
O: 1.79827 -1.49946 -0.03422
H: 3.99067 1.87547 -1.84004
H: 2.88804 0.91238 -1.42658
O: 3.17305 1.46807 -2.15995



Record 3
This record from the Open Molecules 2025 dataset describes C8H4BrCsNOS5 as an isolated structure. The level of theory is ωB97M-V/def2-TZVPD.

total charge	-1
frontier orbital gap	4.0	eV
HOMO level	-2.626	eV

Geometry (Å):
Cs: 1.31275 -1.35447 -1.28059
S: 6.88074 -0.31206 4.43307
C: 5.73311 -0.61032 3.25132
S: 4.05854 -0.77404 3.55073
C: 3.48426 -1.04557 1.91321
C: 4.45732 -1.04752 0.96604
S: 4.33273 -1.27946 -0.76222
S: 6.07903 -0.77664 1.58579
S: 1.75840 -1.27285 1.73867
O: -5.09819 1.96304 -1.12099
C: -3.97750 1.20920 -1.22199
C: -4.00231 -0.18145 -1.25875
C: -2.79686 -0.84670 -1.35822
N: -1.61268 -0.23554 -1.42252
C: -1.62638 1.07990 -1.38359
Br: 0.06208 1.94123 -1.45070
C: -2.76081 1.86811 -1.28698
H: -5.86940 1.39114 -1.05680
H: -4.93338 -0.73114 -1.20353
H: -2.77475 -1.93010 -1.38042
H: -2.70670 2.94523 -1.25152



Record 4
This record from the Open Molecules 2025 dataset describes a 11-piece molecular cluster, C15H52N6O11 overall. The level of theory is ωB97M-V/def2-TZVPD.

frontier orbital gap	8.2	eV
HOMO level	-8.047	eV
SMILES	NC(N)=O.NC(N)=O.NC(N)=O.CCO.CCO.CCO.CCO.CO.CO.CO.CO

Geometry (Å):
N: -4.52500 19.05200 9.83500
C: -4.44700 17.79100 10.13700
N: -4.79500 17.38300 11.29900
O: -4.03200 16.90600 9.16300
H: -4.35600 19.32600 8.86200
H: -4.77700 19.86900 10.45800
H: -4.81200 16.39200 11.48500
H: -5.35500 17.90700 11.99100
N: -6.57700 17.56800 14.01000
C: -7.15900 16.50700 13.48600
N: -7.29400 15.60900 14.38200
O: -7.62200 16.40300 12.21100
H: -6.71400 18.46500 13.52800
H: -5.97200 17.57900 14.80700
H: -7.86500 14.78400 14.07300
H: -6.95200 15.64900 15.31900
N: -4.96900 21.12100 11.48800
C: -6.24200 21.11000 11.78600
N: -6.95000 21.93200 11.06500
O: -6.81300 19.99700 12.46800
H: -4.44100 20.42400 12.10600
H: -4.41100 21.92800 11.11900
H: -7.95400 21.85000 11.27200
H: -6.63100 22.76300 10.57800
C: -2.63600 13.94200 13.25100
C: -3.82200 14.39000 14.03200
O: -4.29900 15.60600 13.48100
H: -2.31500 12.92900 13.57500
H: -1.79400 14.54600 13.21400
H: -2.93500 13.87300 12.22000
H: -3.50800 14.62400 15.03100
H: -4.49800 13.57400 14.08300
H: -5.09500 15.95100 13.97800
C: -4.11900 20.75900 14.59400
C: -3.39100 19.47200 14.04700
O: -3.22400 19.57300 12.65700
H: -3.48400 21.65200 14.39700
H: -4.04500 20.74500 15.66000
H: -5.13600 20.78400 14.20100
H: -3.98000 18.58600 14.32000
H: -2.43300 19.42300 14.57800
H: -3.00400 18.70900 12.30700
C: -1.70200 17.85100 17.79500
C: -1.44400 16.84500 16.64800
O: -2.26900 15.73100 16.87200
H: -1.15500 18.75600 17.68400
H: -1.78300 17.44300 18.77800
H: -2.69400 18.31500 17.58700
H: -0.45800 16.47000 16.70000
H: -1.56200 17.19700 15.66000
H: -2.03400 15.28400 17.65700
C: -0.63000 21.70200 13.51100
C: 0.65200 22.42800 13.05700
O: 1.71300 21.64900 13.46200
H: -0.90800 20.78600 12.96000
H: -1.43300 22.35000 13.24600
H: -0.55000 21.52200 14.61300
H: 0.75800 23.36400 13.52000
H: 0.56300 22.46100 11.97500
H: 1.88500 20.86400 12.89600
C: 1.48400 18.59600 15.03900
O: 0.37700 18.62700 14.19500
H: 1.49100 19.39000 15.78100
H: 2.39900 18.69500 14.43900
H: 1.56600 17.61700 15.52200
H: -0.14300 17.88800 14.37500
C: -1.43900 20.00600 9.63500
O: -0.19300 20.53500 10.06500
H: -2.12800 19.68800 10.44400
H: -1.28500 19.09200 9.07400
H: -1.87500 20.68700 8.92400
H: 0.41400 20.48800 9.30200
C: -5.37700 17.44000 17.23000
O: -4.69400 16.76900 16.20800
H: -6.02000 16.77000 17.79300
H: -6.06000 18.16400 16.68200
H: -4.63100 17.77500 17.95500
H: -3.84600 16.49000 16.52200
C: -1.17500 16.77800 11.75800
O: -1.70300 16.93400 13.11300
H: -0.74600 17.76100 11.46000
H: -2.00100 16.60800 11.08200
H: -0.44100 15.95100 11.66000
H: -2.38100 16.25400 13.27400



For each record above, in turn, the calculated ΔE to the lowest compared entry with this formula, charge and spin values are 504.7, 271.0, 0.0, 693.1 kJ/mol.